1.
C25H27N6O3SZr | ωB97M-V with the def2-TZVPD basis set

M (g/mol): 582.82
LUMO energy (eV): -10.90
Highest occupied orbital energy (eV): -15.025
Multiplicity: 1
Total charge: +3
ΔE to the lowest compared entry with this formula, charge and spin (kcal/mol): 30.2
Maximum force (Eh/bohr): 0.0129

Last column: Mulliken charge in e.
Geometry (Å):
1 Zr -0.56675 1.93972 0.30009  0.931
2 N 0.62371 3.39664 2.07111  -0.450
3 C -0.55244 4.15540 2.64884  -0.575
4 C -1.55756 3.40777 1.81861  1.040
5 O -1.70958 3.76026 0.61320  -0.464
6 O -1.70670 2.14962 2.05617  -0.516
7 H 0.98381 2.76918 2.78609  0.300
8 H 1.37183 4.03690 1.82177  0.257
9 H -0.51279 5.20450 2.37707  0.361
10 H -0.66123 4.01998 3.71960  0.372
11 C 1.84174 2.01559 -4.50819  -1.054
12 C 1.96236 0.73260 -3.70384  -0.562
13 C 1.70783 0.89589 -2.21738  -0.854
14 N 0.26776 1.32950 -1.99013  0.254
15 C -0.12362 2.62931 -2.06866  -0.592
16 S 0.75630 3.82195 -1.33142  -0.053
17 N -1.46299 2.81669 -2.45098  0.249
18 C -2.49876 2.07610 -1.89584  0.984
19 O -2.15250 1.31050 -0.91618  -0.765
20 C -3.82737 2.22802 -2.34635  0.593
21 C -4.11601 2.92530 -3.54262  -0.289
22 C -5.42235 3.06218 -3.94491  -0.869
23 C -6.44169 2.50564 -3.16734  -0.346
24 C -6.17011 1.80365 -1.99455  -0.805
25 C -4.86591 1.65923 -1.57840  -0.346
26 H 2.09769 1.83360 -5.55043  0.416
27 H 2.50958 2.79474 -4.13724  0.327
28 H 0.81993 2.41144 -4.52156  0.239
29 H 2.97514 0.32782 -3.78280  0.376
30 H 1.30873 -0.04830 -4.10461  0.347
31 H 2.34071 1.65587 -1.76384  0.545
32 H 1.81336 -0.03617 -1.66526  0.328
33 H -0.36549 0.68228 -2.45665  0.160
34 H -1.69093 3.74065 -2.80246  0.532
35 H -3.33161 3.32273 -4.17522  0.408
36 H -5.66194 3.58416 -4.86033  0.461
37 H -7.46901 2.61987 -3.49049  0.440
38 H -6.97916 1.37835 -1.41804  0.451
39 H -4.63773 1.12454 -0.66716  0.455
40 N 3.31776 -3.81150 2.67428  0.016
41 C 3.31422 -5.09406 3.12469  0.835
42 C 4.35241 -5.95487 3.51493  -1.066
43 C 3.95699 -7.19525 3.93139  -0.378
44 C 2.58408 -7.60813 3.97254  -0.538
45 C 1.57888 -6.77568 3.59533  -0.802
46 C 1.95123 -5.47740 3.16022  0.737
47 N 1.16898 -4.46421 2.74903  -0.506
48 C 1.99943 -3.46461 2.44555  -0.326
49 C 1.52250 -2.22152 1.98297  1.150
50 C 2.35283 -1.12114 1.63704  -0.821
51 C 1.79717 0.04866 1.22467  -0.660
52 N 0.44694 0.22399 1.09132  0.224
53 C -0.36324 -0.83264 1.44429  -0.350
54 C 0.11901 -2.02561 1.86679  -0.672
55 H 4.13809 -3.24390 2.54547  0.197
56 H 5.39231 -5.66199 3.49481  0.411
57 H 4.70785 -7.90634 4.25006  0.415
58 H 2.36295 -8.60848 4.31705  0.419
59 H 0.53851 -7.06696 3.61548  0.462
60 H 3.42937 -1.18046 1.71317  0.359
61 H 2.42696 0.89698 0.97691  0.542
62 H -1.43606 -0.67162 1.38053  0.490
63 H -0.55545 -2.82697 2.13181  0.573

Cartesian forces, eV/Å:
Zr 0.59 -0.03 0.25
N -0.12 -0.03 0.04
C 0.00 -0.05 0.00
C -0.12 -0.21 0.03
O -0.13 0.28 0.05
O -0.05 0.08 0.08
H 0.08 0.03 0.00
H 0.00 0.02 0.01
H 0.01 0.02 0.03
H 0.04 -0.04 0.01
C -0.04 0.08 -0.06
C 0.12 -0.16 -0.02
C -0.35 0.18 0.30
N 0.21 -0.28 -0.36
C -0.53 -0.31 -0.23
S 0.11 0.15 0.19
N 0.12 0.21 -0.30
C 0.22 -0.13 0.22
O -0.16 0.22 -0.15
C 0.10 -0.05 -0.09
C -0.10 0.01 -0.04
C 0.04 -0.04 0.07
C -0.10 0.03 -0.06
C 0.09 0.01 0.00
C -0.12 0.01 -0.01
H 0.02 -0.02 0.01
H 0.01 -0.01 0.01
H 0.00 -0.01 0.03
H 0.00 0.04 -0.03
H -0.02 0.02 0.00
H 0.05 0.00 -0.04
H 0.06 -0.04 -0.07
H -0.03 -0.02 0.02
H -0.01 0.01 0.01
H 0.03 -0.01 0.04
H 0.00 0.00 0.00
H 0.00 -0.01 0.01
H 0.00 0.00 0.01
H 0.03 0.01 0.00
N -0.07 -0.04 -0.09
C 0.35 0.03 0.06
C -0.19 0.12 -0.05
C -0.15 -0.18 0.07
C 0.23 0.03 0.01
C 0.02 0.14 -0.06
C -0.28 -0.15 0.05
N 0.12 0.03 -0.10
C -0.03 -0.03 0.13
C -0.02 0.03 0.00
C -0.01 -0.01 0.09
C -0.05 -0.05 -0.05
N -0.05 0.05 0.01
C 0.03 0.03 -0.01
C 0.02 0.04 -0.01
H 0.01 -0.01 0.00
H 0.00 0.01 -0.01
H 0.00 0.01 -0.01
H 0.00 0.00 -0.01
H 0.00 -0.01 0.02
H 0.00 0.00 0.00
H -0.01 0.01 -0.02
H -0.01 0.04 -0.03
H 0.03 -0.02 0.02

***

2.
C10H18BClO6 | ωB97M-V with the def2-TZVPD basis set

M (g/mol): 280.51
LUMO energy (eV): 0.57
Highest occupied orbital energy (eV): -9.889
Multiplicity: 1
SMILES: CB[C@H](Cl)CC.O=C1OCCO1.O=C1OCCO1
Maximum force (Eh/bohr): 0.0060

Last column: Mulliken charge in e.
Geometry (Å):
1 C -1.11159 -3.78858 -1.25597  -0.829
2 B -0.12764 -4.48789 -2.23603  0.065
3 C 1.40271 -4.11524 -2.34735  -0.078
4 Cl 2.16086 -4.48968 -0.75664  -0.226
5 C 1.61383 -2.66345 -2.80876  -0.619
6 C 1.71123 -1.61792 -1.70550  -0.894
7 H -0.90518 -4.06458 -0.21923  0.293
8 H -2.14537 -4.04678 -1.47845  0.329
9 H -1.01826 -2.70012 -1.30657  0.212
10 H -0.53326 -5.34309 -2.97117  -0.107
11 H 1.91766 -4.77657 -3.03972  0.375
12 H 2.49342 -2.61902 -3.45113  0.367
13 H 0.75390 -2.39742 -3.43560  0.292
14 H 0.79425 -1.60432 -1.12189  0.044
15 H 2.56551 -1.79097 -1.05561  0.364
16 H 1.81987 -0.63285 -2.15846  0.381
17 O -1.28484 0.00059 -0.68462  -0.534
18 C -0.99168 0.07748 0.46470  0.619
19 O -0.51273 1.19004 1.06268  -0.214
20 C -0.48539 0.97399 2.48018  -0.356
21 C -0.42300 -0.54066 2.56685  -0.323
22 O -1.07762 -0.93650 1.35165  -0.321
23 H 0.37427 1.47741 2.91043  0.313
24 H -1.39718 1.38333 2.91557  0.272
25 H 0.59922 -0.92036 2.54783  0.264
26 H -0.95509 -0.95745 3.41643  0.279
27 O -0.66308 4.12520 3.77788  -0.531
28 C -0.59551 4.50032 2.65206  0.705
29 O -1.37358 5.45835 2.10573  -0.341
30 C -0.87584 5.76354 0.79576  -0.338
31 C -0.10856 4.49946 0.44165  -0.242
32 O 0.26451 4.01031 1.73588  -0.288
33 H -1.71112 5.97301 0.13451  0.301
34 H -0.22998 6.63971 0.86472  0.249
35 H -0.73077 3.74689 -0.04340  0.201
36 H 0.78603 4.67382 -0.14841  0.314

Cartesian forces, eV/Å:
C -0.13 0.06 -0.28
B -0.09 -0.19 0.16
C -0.05 -0.02 -0.30
Cl 0.12 -0.04 0.22
C 0.00 0.07 0.09
C -0.08 0.07 -0.23
H 0.09 0.00 0.04
H -0.06 0.00 0.11
H -0.01 0.04 0.10
H 0.04 0.04 -0.05
H -0.02 -0.03 0.01
H 0.06 0.04 0.01
H 0.08 -0.03 -0.11
H 0.06 0.02 0.19
H -0.03 -0.05 0.05
H 0.01 0.06 0.01
O -0.05 0.01 -0.11
C 0.08 -0.03 0.11
O -0.05 0.06 -0.06
C 0.07 -0.05 0.17
C -0.01 0.06 -0.05
O 0.01 -0.06 0.01
H 0.01 0.05 -0.08
H 0.00 0.00 0.01
H 0.01 0.01 0.00
H -0.06 -0.01 -0.04
O -0.01 -0.02 0.08
C -0.06 -0.02 -0.06
O -0.01 0.06 -0.01
C 0.04 -0.04 -0.02
C -0.07 0.01 -0.03
O 0.13 -0.03 -0.03
H -0.05 -0.03 0.03
H 0.01 0.00 0.00
H 0.00 0.00 0.00
H 0.04 0.01 0.05

***

3.
C20H40Br12N2O3P | ωB97M-V with the def2-TZVPD basis set

M (g/mol): 1346.37
LUMO energy (eV): -3.50
Highest occupied orbital energy (eV): -11.392
Multiplicity: 1
Total charge: +1
Maximum force (Eh/bohr): 0.0634

Last column: Mulliken charge in e.
Geometry (Å):
1 C 0.57442 -3.89656 2.91600  -1.067
2 C 1.81010 -3.21407 2.40751  0.753
3 O 2.84046 -3.76780 2.39225  -0.480
4 O 1.63634 -1.94168 2.01903  -0.413
5 C 2.36993 -1.55372 0.86333  -0.569
6 C 1.51619 -1.61531 -0.37658  -0.622
7 N 1.04870 -2.98707 -0.72751  0.649
8 C -0.16641 -3.12375 -1.04197  0.562
9 C -0.44043 -4.55205 -1.29593  -0.821
10 C 0.95205 -5.15628 -1.55954  -0.775
11 C 1.83404 -4.19014 -0.75763  -0.102
12 P 3.53748 -4.06802 -1.53177  -0.143
13 N 3.85264 -5.70473 -1.91175  -0.539
14 O 4.58967 -3.70829 -0.30645  -0.486
15 H 0.88546 -4.41695 3.80836  0.381
16 H -0.19658 -3.19792 3.20141  0.353
17 H 0.23011 -4.65248 2.22249  0.190
18 H 3.31244 -2.07189 0.73011  0.430
19 H 2.61532 -0.50919 0.98715  0.513
20 H 2.00238 -1.13482 -1.20826  0.361
21 H 0.63714 -1.02183 -0.16826  0.058
22 H -0.86651 -2.31790 -1.10184  -0.141
23 H -0.74401 -4.90505 -0.29926  0.241
24 H -1.27404 -4.82837 -1.92061  0.497
25 H 1.09019 -5.12548 -2.63428  0.430
26 H 0.93522 -6.16197 -1.19205  0.415
27 H 1.98825 -4.71707 0.18648  0.093
28 H 4.83772 -5.70938 -2.16489  0.369
29 H 3.79596 -6.28182 -1.07060  0.199
30 H 4.42329 -4.35354 0.41138  0.262
31 Br 6.51864 -7.81462 -0.70185  -0.133
32 C 6.50160 -8.02933 1.23217  -0.558
33 C 5.10031 -8.18482 1.75664  -0.674
34 Br 4.15333 -6.47844 1.79584  0.028
35 H 7.01774 -7.17128 1.65011  0.374
36 H 7.08033 -8.92944 1.42585  0.368
37 H 5.11315 -8.52260 2.79042  0.377
38 H 4.50005 -8.86523 1.16195  0.395
39 Br -4.76249 1.36566 -3.25882  -0.145
40 C -3.05455 1.01334 -2.40412  -0.505
41 C -2.52925 -0.35683 -2.72445  -0.105
42 Br -3.45263 -1.76199 -1.72542  -0.138
43 H -3.19831 1.17616 -1.34057  0.441
44 H -2.37897 1.77067 -2.79444  0.056
45 H -1.48684 -0.42736 -2.42359  -0.047
46 H -2.62072 -0.61563 -3.77446  0.496
47 Br -1.50920 4.36037 -2.29270  -0.119
48 C 0.18479 4.22792 -1.33706  -0.219
49 C 0.94066 2.99302 -1.73979  -0.688
50 Br 0.16144 1.40353 -0.91005  -0.044
51 H -0.04524 4.25891 -0.27537  -0.034
52 H 0.73987 5.12264 -1.61003  0.373
53 H 1.96669 3.03120 -1.38104  0.458
54 H 0.93839 2.82411 -2.81158  0.436
55 Br -2.11428 9.34394 -1.86390  -0.127
56 C -2.57238 7.99777 -0.53708  -0.175
57 C -1.79542 8.18810 0.73745  -0.483
58 Br 0.04902 7.58710 0.54993  -0.140
59 H -2.39670 7.02992 -0.99666  -0.230
60 H -3.63748 8.12389 -0.35399  0.363
61 H -2.21809 7.57467 1.53178  0.293
62 H -1.75554 9.22286 1.06133  0.485
63 Br -4.71830 5.16043 -0.98391  0.019
64 C -6.42467 4.22307 -1.01328  -0.384
65 C -7.56365 5.15672 -1.32104  -0.610
66 Br -8.02738 6.25311 0.21765  -0.148
67 H -6.52961 3.73130 -0.05184  0.389
68 H -6.32357 3.47269 -1.79403  0.044
69 H -8.46370 4.59201 -1.55403  0.381
70 H -7.34170 5.83639 -2.13705  0.350
71 Br 1.70720 5.02731 3.02202  -0.123
72 C 0.04404 5.69296 3.77547  -0.324
73 C -1.00001 4.61261 3.85747  -0.591
74 Br -1.77443 4.23099 2.10742  -0.088
75 H -0.26361 6.53101 3.15811  0.022
76 H 0.30347 6.05167 4.76920  0.365
77 H -1.83517 4.93630 4.47476  0.338
78 H -0.60977 3.67568 4.24019  0.383

Cartesian forces, eV/Å:
C 0.18 0.52 0.70
C -2.39 0.28 0.79
O 2.93 -1.27 -0.64
O -0.58 0.16 -0.82
C 0.66 0.64 -0.20
C -0.12 -0.36 0.79
N 0.80 2.59 0.71
C -0.65 -1.78 -0.91
C -0.36 -0.41 1.07
C -1.48 0.91 -0.44
C 1.33 -2.72 -0.44
P 0.98 1.28 -1.45
N -0.50 0.49 1.06
O -1.27 -0.65 0.21
H 0.01 -0.33 0.28
H -0.37 0.13 -0.23
H -0.14 -0.02 -0.33
H 0.05 -0.37 0.32
H 0.08 0.35 0.11
H 0.44 -0.19 -0.43
H -0.33 -0.19 -0.09
H -0.27 0.43 0.17
H -0.23 -0.05 0.14
H -0.02 0.25 -0.57
H 0.59 -0.12 -0.17
H 0.54 -0.51 0.00
H -0.35 0.81 0.73
H -0.04 -0.20 -0.33
H 0.02 -0.27 -0.19
H 0.59 0.40 0.12
Br 0.02 0.04 0.04
C 0.05 -0.10 -0.19
C 0.04 0.05 0.06
Br -0.15 -0.11 0.15
H -0.03 0.01 0.03
H -0.04 -0.02 0.02
H 0.01 0.06 0.01
H 0.03 -0.01 -0.03
Br -0.02 -0.10 0.02
C -0.14 0.14 -0.16
C 0.02 -0.13 0.07
Br -0.02 0.03 -0.04
H 0.08 -0.01 0.02
H 0.02 -0.07 0.05
H 0.03 0.07 -0.03
H -0.06 0.04 -0.01
Br 0.18 0.05 0.15
C -0.13 0.14 -0.19
C 0.15 0.11 0.10
Br -0.01 0.20 -0.06
H 0.04 0.00 0.00
H 0.05 -0.04 -0.01
H -0.03 0.00 0.07
H -0.05 -0.02 0.00
Br 0.05 -0.10 -0.01
C -0.12 0.28 -0.08
C 0.03 -0.23 0.06
Br 0.01 0.09 -0.02
H 0.05 -0.02 0.05
H 0.02 -0.02 0.05
H -0.03 -0.04 -0.05
H -0.01 0.02 -0.07
Br -0.11 -0.10 0.10
C 0.10 0.02 -0.18
C -0.19 0.01 0.21
Br 0.05 0.03 -0.06
H -0.04 0.04 0.03
H 0.00 0.02 -0.02
H 0.03 -0.04 -0.01
H 0.05 -0.02 -0.02
Br -0.03 0.01 -0.09
C 0.18 -0.06 0.13
C -0.17 0.08 -0.10
Br -0.01 -0.05 0.01
H 0.00 -0.03 -0.03
H -0.04 -0.05 0.02
H 0.01 0.03 -0.01
H 0.04 0.01 -0.01

***

4.
C17H26BF12NO13S | ωB97M-V with the def2-TZVPD basis set

M (g/mol): 723.24
LUMO energy (eV): 0.33
Highest occupied orbital energy (eV): -10.225
Multiplicity: 1
Maximum force (Eh/bohr): 0.0460

Last column: Mulliken charge in e.
Geometry (Å):
1 N -2.85679 0.27012 3.37670  -0.598
2 C -1.49767 -0.04684 3.76951  -0.353
3 O -1.11132 -1.28009 3.06958  -0.093
4 S -0.15081 -2.21536 4.06490  0.453
5 O 0.90716 -2.73975 3.16236  -0.537
6 O -1.18781 -3.44101 4.48515  -0.284
7 B -0.50174 -4.64475 4.79280  0.660
8 O -0.13440 -5.61575 3.86157  -0.534
9 O -0.24535 -4.87842 6.15445  -0.508
10 H -3.38920 -0.57224 3.57018  0.264
11 H -2.85888 0.35899 2.36636  0.264
12 H -1.42237 -0.17233 4.85646  0.422
13 H -0.80969 0.72824 3.42646  0.210
14 H 0.72585 -5.44342 3.48268  0.305
15 H 0.66203 -5.15515 6.26089  0.307
16 C 2.64016 1.92532 -0.60278  -0.919
17 C 1.83384 3.18697 -0.82756  -0.237
18 O 0.70237 3.24632 0.05977  -0.337
19 C 0.96063 3.64095 1.30074  0.331
20 O 2.03192 3.94250 1.72136  -0.509
21 C -0.32967 3.68236 2.11049  0.935
22 F -1.05876 2.57723 1.93375  -0.230
23 F -1.08939 4.71838 1.75529  -0.266
24 F -0.09790 3.79501 3.40979  -0.275
25 H 2.00280 1.04364 -0.69258  0.247
26 H 3.44224 1.85389 -1.32005  0.241
27 H 3.07490 1.90689 0.39728  0.394
28 H 1.42602 3.19036 -1.83733  0.333
29 H 2.44659 4.08270 -0.72226  0.327
30 C 8.14645 0.10704 -4.65758  -1.109
31 C 7.20470 0.49674 -5.77813  -0.212
32 O 5.83474 0.26864 -5.40851  -0.325
33 C 5.28749 1.19527 -4.63152  0.357
34 O 5.83820 2.17142 -4.23001  -0.519
35 C 3.83052 0.84860 -4.35106  0.946
36 F 3.67824 -0.42524 -4.00305  -0.250
37 F 3.07155 1.05521 -5.42683  -0.291
38 F 3.32903 1.58827 -3.36452  -0.253
39 H 7.97134 -0.92631 -4.35457  0.302
40 H 9.18322 0.21107 -4.97697  0.374
41 H 7.99339 0.73180 -3.77764  0.317
42 H 7.38884 -0.12722 -6.65119  0.318
43 H 7.34721 1.53374 -6.08350  0.321
44 C -0.14272 -2.93601 0.26182  -0.677
45 C -0.73261 -3.33951 -1.07362  -0.467
46 O 0.25548 -3.28249 -2.11803  -0.314
47 C 1.08928 -4.31409 -2.17973  0.342
48 O 1.07679 -5.25498 -1.45096  -0.514
49 C 2.05153 -4.13814 -3.34870  0.922
50 F 2.56767 -2.90999 -3.38630  -0.233
51 F 1.43066 -4.34457 -4.51154  -0.270
52 F 3.06459 -4.98989 -3.28327  -0.248
53 H 0.32358 -1.95219 0.19055  0.190
54 H -0.91401 -2.90638 1.02881  0.243
55 H 0.63039 -3.63264 0.58153  0.333
56 H -1.51537 -2.63857 -1.36098  0.352
57 H -1.18474 -4.33106 -1.03242  0.354
58 C -5.41954 3.71861 1.89239  -0.870
59 C -6.89429 3.70063 2.23309  -0.319
60 O -7.61845 2.83396 1.34441  -0.317
61 C -7.53584 1.53665 1.62239  0.361
62 O -6.92061 1.06648 2.52708  -0.506
63 C -8.37439 0.73399 0.63460  0.899
64 F -8.16312 1.12022 -0.62296  -0.252
65 F -9.67570 0.88396 0.88443  -0.256
66 F -8.10343 -0.56098 0.70098  -0.243
67 H -5.27094 3.99097 0.84615  0.319
68 H -4.88856 4.43278 2.52148  0.380
69 H -4.97125 2.73536 2.03642  0.154
70 H -7.31861 4.69486 2.10181  0.328
71 H -7.06546 3.40924 3.26975  0.321

Cartesian forces, eV/Å:
N 0.95 -0.40 0.30
C -0.87 0.43 -0.64
O 0.91 -1.27 1.52
S 0.98 0.28 -1.61
O -1.81 0.19 1.51
O 0.76 0.15 -0.97
B 0.27 -1.16 0.96
O -0.46 1.04 0.76
O -0.48 1.20 -1.29
H -0.37 0.17 0.09
H -0.11 0.20 -0.04
H -0.06 -0.06 -0.28
H -0.16 -0.07 0.17
H 0.26 0.06 -0.56
H 0.21 -0.74 0.22
C -0.20 -0.09 0.69
C 0.54 -0.20 -0.54
O -0.41 0.13 0.19
C 0.38 -0.20 -0.99
O 0.24 0.23 0.58
C -0.67 0.05 0.55
F -0.06 -0.35 -0.24
F -0.04 0.32 -0.34
F 0.39 -0.01 0.25
H 0.01 0.03 -0.15
H 0.12 0.06 0.00
H 0.00 0.10 -0.01
H -0.24 0.01 0.14
H -0.08 -0.01 0.22
C -0.17 0.00 0.28
C 0.72 -0.05 -0.18
O -0.43 -0.05 -0.02
C 0.81 -0.30 -0.51
O -0.16 0.53 0.38
C -0.87 -0.34 0.18
F 0.25 -0.31 0.10
F 0.04 0.20 -0.43
F 0.20 0.29 -0.16
H 0.06 -0.02 -0.12
H -0.03 -0.01 -0.05
H 0.04 0.08 -0.08
H -0.27 -0.07 0.04
H -0.16 0.03 0.15
C 0.28 -0.10 -0.18
C -0.46 0.15 0.59
O 0.17 0.01 -0.41
C -0.81 0.45 0.47
O 0.33 -0.57 0.06
C 0.61 0.12 -0.55
F -0.02 0.33 0.17
F -0.40 -0.09 -0.18
F 0.11 -0.33 0.26
H -0.13 0.05 0.04
H -0.02 0.01 -0.06
H -0.09 -0.06 0.03
H 0.17 0.03 -0.24
H 0.22 -0.06 -0.08
C 0.12 -0.28 -0.18
C 0.40 0.55 0.31
O -0.33 -0.22 -0.19
C 0.26 0.95 0.28
O 0.08 -0.60 0.19
C -0.37 -0.49 -0.58
F 0.20 0.27 -0.23
F -0.29 0.22 0.26
F 0.26 -0.26 0.25
H -0.05 0.13 0.05
H -0.05 0.01 0.00
H -0.01 0.04 0.14
H -0.17 -0.14 -0.19
H -0.01 -0.21 -0.10